{
  "formula": "C29H38N7O3PRe",
  "method": "ωB97M-V with the def2-TZVPD basis set",
  "elements": ["Re", "P", "O", "O", "O", "N", "N", "N", "N", "N", "N", "N", "C", "C", "C", "C", "C", "C", "C", "C", "C", "C", "C", "C", "C", "C", "C", "C", "C", "C", "C", "C", "C", "C", "C", "C", "C", "C", "C", "C", "C", "H", "H", "H", "H", "H", "H", "H", "H", "H", "H", "H", "H", "H", "H", "H", "H", "H", "H", "H", "H", "H", "H", "H", "H", "H", "H", "H", "H", "H", "H", "H", "H", "H", "H", "H", "H", "H", "H"],
  "positions_angstrom": [[-0.242, -0.560, 0.736], [0.750, 1.559, 1.719], [-0.614, -2.361, 0.019], [0.922, -0.354, -0.861], [-1.550, -0.602, 2.403], [2.459, -0.537, -2.497], [-2.002, -0.165, -0.044], [2.785, -1.636, -0.471], [-2.534, -0.605, -1.150], [2.020, 3.901, 1.189], [2.679, 2.799, 3.260], [0.515, 3.897, 3.072], [3.133, 3.614, 2.022], [0.999, 4.658, 1.918], [4.051, -2.261, -0.936], [-3.156, -3.749, -4.727], [-2.877, 0.530, 0.842], [-1.732, -4.268, -2.813], [-4.530, 1.556, 2.792], [3.698, -1.097, -3.078], [-2.531, -3.357, -3.533], [-2.732, -2.049, -3.023], [1.569, 3.612, 3.978], [-3.465, 0.750, 3.184], [-4.766, 1.845, 1.451], [-3.545, -1.171, -3.726], [-0.285, 2.739, 2.707], [1.481, 2.740, 0.495], [-3.949, 1.325, 0.460], [2.335, -2.020, 0.850], [4.016, -2.429, -2.438], [-3.967, -2.856, -5.417], [1.692, 0.351, -3.378], [2.054, -0.857, -1.284], [-1.093, -3.938, -1.626], [-2.651, 0.254, 2.189], [-1.216, -2.660, -1.108], [2.201, 1.428, 2.876], [-1.472, -1.357, 3.655], [-4.157, -1.578, -4.917], [-2.100, -1.691, -1.765], [-0.676, 2.245, 3.599], [2.049, 4.527, 4.324], [1.834, -1.176, 1.384], [-5.194, 1.951, 3.550], [-1.140, 3.051, 2.103], [-4.450, -3.164, -6.334], [4.508, -0.378, -2.939], [1.308, -0.221, -4.223], [2.260, 2.238, -0.084], [-2.419, -1.868, 3.808], [4.981, -2.791, -2.790], [-1.258, -0.674, 4.474], [4.145, -3.223, -0.434], [1.925, 0.893, 3.786], [-0.673, -2.080, 3.523], [3.204, -2.232, 1.472], [0.869, 0.809, -2.843], [-3.711, -0.169, -3.356], [1.239, 3.021, 4.832], [-0.506, -4.669, -1.086], [3.575, 4.529, 2.416], [-5.607, 2.468, 1.178], [1.677, -2.889, 0.852], [1.431, 5.596, 2.267], [-3.318, 0.509, 4.228], [-4.792, -0.882, -5.448], [0.167, 4.889, 1.255], [2.358, 1.125, -3.757], [0.704, 3.055, -0.204], [3.475, 2.700, 3.898], [-3.011, -4.754, -5.104], [3.527, -1.200, -4.148], [4.889, -1.633, -0.627], [3.265, -3.171, -2.717], [3.029, 0.899, 2.402], [-1.615, -5.272, -3.207], [-4.134, 1.517, -0.587], [3.894, 3.025, 1.512]],
  "mulliken_spin": [2.3412, -0.0758, 0.0081, 0.0461, 0.0627, 0.0196, 0.1126, 0.0087, -0.1987, 0.0056, 0.0004, 0.0058, -0.0007, 0.0024, -0.0012, 0.0967, -0.0232, 0.0526, 0.0332, -0.0017, -0.0055, -0.0122, 0.0003, -0.0124, -0.0067, 0.1343, 0.0077, 0.0094, 0.0279, 0.0204, 0.0018, 0.0343, -0.0027, -0.0086, 0.0504, 0.0805, 0.0055, 0.0075, -0.0034, -0.0012, 0.1289, 0.0028, 0.0002, 0.0205, 0.0007, -0.0006, 0.0017, 0.0008, -0.0002, -0.0019, 0.0005, -0.0006, 0.0025, 0.0006, 0.0043, -0.0047, 0.0019, 0.0003, 0.0123, -0.0001, 0.0022, 0.0001, 0.0004, -0.0078, 0.0001, 0.0008, -0.0003, -0.0002, 0.0005, 0.0041, 0.0001, 0.0017, 0.0001, 0.0005, -0.0002, 0.0077, -0.0007, -0.0002, 0.0000],
  "energy_ev": -58642.095,
  "total_charge": 4,
  "e_lumo_ev": [-11.78, -13.25],
  "e_homo_ev": [-18.414, -18.626],
  "max_force_ha_per_bohr": 0.0122,
  "spin_multiplicity": 4,
  "s_squared": 3.86,
  "relative_energy_kj_mol": 50.9
}


{
  "formula": "C2F7NS",
  "method": "ωB97M-V with the def2-TZVPD basis set",
  "elements": ["S", "F", "F", "F", "F", "F", "F", "F", "N", "C", "C"],
  "positions_angstrom": [[1.411, 0.335, 0.892], [-2.827, 0.319, -0.388], [-1.422, 1.809, 0.259], [-0.582, -0.111, -1.584], [3.075, -1.560, 0.014], [-1.917, 0.239, 1.637], [2.965, 0.378, -0.973], [-1.105, -1.570, -0.156], [2.817, -0.063, 0.214], [-0.687, -0.343, -0.256], [-1.727, 0.567, 0.340]],
  "mulliken_charge": [0.1412, -0.2397, -0.1944, -0.2178, -0.2499, -0.2230, -0.0912, -0.2022, 0.2121, 0.3575, 0.7076],
  "energy_ev": -33415.306,
  "total_charge": 0,
  "e_lumo_ev": [-1.92, -1.92],
  "e_homo_ev": [-10.475, -10.474],
  "max_force_ha_per_bohr": 0.0815,
  "relative_energy_kj_mol": 185.0
}


{
  "formula": "C37H32CuN5O2PS",
  "method": "ωB97M-V with the def2-TZVPD basis set",
  "elements": ["Cu", "S", "P", "O", "O", "N", "N", "N", "N", "N", "C", "C", "C", "C", "C", "C", "C", "C", "C", "C", "C", "C", "C", "C", "C", "C", "C", "C", "C", "C", "C", "C", "C", "C", "C", "C", "C", "C", "C", "C", "C", "C", "C", "C", "C", "C", "C", "H", "H", "H", "H", "H", "H", "H", "H", "H", "H", "H", "H", "H", "H", "H", "H", "H", "H", "H", "H", "H", "H", "H", "H", "H", "H", "H", "H", "H", "H", "H", "H"],
  "positions_angstrom": [[0.098, 0.564, 0.308], [-1.970, 0.321, -0.212], [2.262, -0.123, 0.128], [-0.366, -2.310, 0.232], [-1.282, -3.119, -1.632], [0.406, -4.573, 1.144], [-4.248, 1.841, 0.614], [-3.250, 2.642, 0.318], [0.050, 2.364, -0.444], [-1.134, 2.878, -0.393], [1.367, -0.707, 4.092], [2.084, 5.405, -0.261], [3.234, 4.990, -0.916], [0.217, -0.596, 4.901], [3.271, -3.972, -0.903], [-6.315, 1.289, 1.659], [1.258, -0.450, 2.696], [1.767, -3.127, -2.569], [2.623, -1.049, 4.630], [-2.140, 2.075, -0.082], [5.860, 0.609, -1.695], [2.221, 2.860, -1.379], [4.514, 1.451, 0.576], [3.932, 0.502, -0.262], [-0.772, -3.294, -0.564], [3.642, -0.831, 2.470], [-7.412, 1.663, 2.406], [1.086, 3.256, -0.676], [6.454, 1.517, -0.834], [5.772, 1.947, 0.296], [3.166, -2.786, -0.197], [-5.336, 2.234, 1.340], [3.291, 3.728, -1.486], [4.600, 0.109, -1.418], [2.369, -1.757, -0.684], [-6.577, 3.913, 2.525], [-7.545, 2.972, 2.847], [-0.522, -4.691, 0.027], [-1.101, -0.047, 2.969], [2.431, -0.504, 1.900], [3.733, -1.119, 3.836], [-5.476, 3.555, 1.776], [-0.005, -0.120, 2.148], [2.578, -4.143, -2.091], [-0.990, -0.275, 4.350], [1.014, 4.545, -0.138], [1.664, -1.937, -1.870], [-0.192, -5.353, -0.785], [4.140, -0.600, -2.095], [4.176, 3.417, -2.021], [0.112, 4.820, 0.386], [3.911, -4.759, -0.529], [-1.482, -5.075, 0.382], [0.314, -0.762, 5.964], [4.084, 5.651, -1.000], [4.692, -1.387, 4.253], [3.704, -2.658, 0.731], [1.364, -4.550, 0.804], [-1.871, -0.177, 4.969], [6.381, 0.280, -2.583], [-4.122, 0.842, 0.402], [6.227, 2.663, 0.964], [1.015, -1.149, -2.228], [-8.172, 0.932, 2.639], [-8.403, 3.256, 3.437], [7.442, 1.900, -1.048], [-0.018, -2.704, 1.061], [2.241, 1.890, -1.860], [-6.688, 4.934, 2.858], [2.671, -5.067, -2.643], [4.540, -0.850, 1.868], [-2.072, 0.204, 2.567], [1.211, -3.256, -3.484], [2.029, 6.400, 0.160], [-4.705, 4.262, 1.514], [0.322, -5.349, 1.791], [-6.194, 0.271, 1.316], [2.692, -1.253, 5.688], [3.974, 1.792, 1.449]],
  "mulliken_spin": [0.4110, 0.2212, -0.0054, -0.0022, 0.0000, -0.0001, 0.1105, 0.1923, -0.1556, 0.0232, 0.0241, 0.0155, -0.0280, -0.0104, 0.0004, 0.0388, -0.0593, 0.0061, 0.0013, -0.1251, -0.0031, -0.0311, 0.0062, 0.0280, -0.0002, -0.0106, -0.0218, 0.0412, 0.0066, -0.0037, 0.0037, -0.0362, 0.0151, 0.0085, -0.0024, -0.0160, 0.0365, 0.0001, -0.0075, 0.0417, 0.0015, 0.0374, 0.2505, -0.0004, 0.0138, -0.0299, 0.0200, 0.0000, 0.0013, 0.0005, -0.0015, 0.0004, 0.0000, -0.0001, -0.0018, 0.0002, -0.0004, 0.0000, 0.0007, -0.0002, -0.0211, -0.0001, 0.0028, -0.0009, 0.0024, 0.0005, 0.0068, -0.0017, -0.0008, -0.0001, -0.0006, -0.0003, 0.0001, 0.0006, 0.0074, 0.0000, -0.0003, -0.0005, 0.0007],
  "energy_ev": -115196.331,
  "total_charge": 0,
  "e_lumo_ev": [-0.73, -0.96],
  "e_homo_ev": [-6.845, -7.212],
  "max_force_ha_per_bohr": 0.0630,
  "spin_multiplicity": 2,
  "s_squared": 0.88,
  "relative_energy_kj_mol": 41.7
}


{
  "formula": "C6H9NO",
  "method": "ωB97M-V with the def2-TZVPD basis set",
  "elements": ["O", "N", "C", "C", "C", "C", "C", "C", "H", "H", "H", "H", "H", "H", "H", "H", "H"],
  "positions_angstrom": [[1.464, 0.523, -2.214], [-0.325, 1.717, 1.745], [1.274, -1.567, -1.055], [-1.356, 0.577, -0.085], [1.074, 0.700, 0.099], [1.266, -0.065, -1.155], [-2.011, -0.553, 0.208], [-0.142, 1.000, 0.583], [2.191, -1.949, -1.511], [-1.742, 1.256, -0.844], [0.466, 1.704, 2.382], [-1.661, -1.238, 0.973], [-2.925, -0.809, -0.319], [1.253, -1.891, -0.011], [-1.210, 1.520, 2.207], [0.401, -1.972, -1.573], [1.984, 1.048, 0.570]],
  "mulliken_charge": [-0.5586, -0.5162, -1.0530, -0.4094, -0.5807, 0.4369, -0.6373, 0.6486, 0.3608, 0.3281, 0.2378, 0.2699, 0.2982, 0.3220, 0.2562, 0.2690, 0.3277],
  "energy_ev": -9904.090,
  "total_charge": 0,
  "e_lumo_ev": 0.90,
  "e_homo_ev": -8.367,
  "max_force_ha_per_bohr": 0.0375,
  "relative_energy_kj_mol": 146.1,
  "smiles": "C=C/C(N)=C\\C(C)=O"
}


{
  "formula": "C23H64O9",
  "method": "ωB97M-V with the def2-TZVPD basis set",
  "elements": ["O", "O", "O", "O", "O", "O", "O", "O", "O", "C", "C", "C", "C", "C", "C", "C", "C", "C", "C", "C", "C", "C", "C", "C", "C", "C", "C", "C", "C", "C", "C", "C", "H", "H", "H", "H", "H", "H", "H", "H", "H", "H", "H", "H", "H", "H", "H", "H", "H", "H", "H", "H", "H", "H", "H", "H", "H", "H", "H", "H", "H", "H", "H", "H", "H", "H", "H", "H", "H", "H", "H", "H", "H", "H", "H", "H", "H", "H", "H", "H", "H", "H", "H", "H", "H", "H", "H", "H", "H", "H", "H", "H", "H", "H", "H", "H"],
  "positions_angstrom": [[-14.528, 6.973, 6.248], [-17.334, 4.212, 5.876], [-18.174, 2.762, 11.259], [-17.808, -1.378, 8.083], [-19.419, 8.512, 4.639], [-19.893, 5.761, 5.059], [-17.195, 6.146, 7.920], [-16.576, 4.717, 10.317], [-17.402, 9.505, 2.450], [-13.171, 6.591, 6.206], [-19.397, 5.139, 2.635], [-20.663, 10.423, 5.467], [-20.228, -1.519, 8.156], [-19.975, 4.776, 4.022], [-16.633, 1.945, 6.066], [-19.012, 0.602, 11.205], [-18.945, -2.048, 7.583], [-12.537, 6.688, 7.524], [-16.338, 10.125, 3.159], [-17.825, 7.428, 8.043], [-19.557, 2.273, 9.406], [-14.726, 5.425, 11.504], [-16.363, 3.415, 6.474], [-21.745, 8.799, 3.830], [-19.193, 7.163, 8.640], [-15.406, 4.213, 10.933], [-15.848, 9.271, 4.284], [-18.865, -1.873, 6.101], [-17.039, 8.334, 8.957], [-16.809, 11.514, 3.613], [-19.340, 2.041, 10.899], [-20.764, 8.984, 5.029], [-20.166, -1.530, 9.274], [-14.734, 3.732, 10.219], [-20.504, 1.791, 9.048], [-18.774, -3.054, 7.879], [-18.337, 5.258, 2.757], [-19.642, 8.133, 9.049], [-21.624, 7.852, 3.358], [-17.508, 5.044, 6.353], [-17.224, -1.217, 7.299], [-17.089, 5.733, 8.819], [-12.554, 7.689, 7.913], [-20.301, 10.965, 4.596], [-19.500, -2.462, 5.513], [-20.126, 2.424, 11.470], [-17.393, 9.921, 1.567], [-19.553, 4.289, 1.868], [-21.585, 9.619, 3.124], [-19.244, 9.016, 3.847], [-21.013, -2.190, 7.848], [-13.793, 5.105, 11.961], [-17.830, 7.799, 6.999], [-19.739, -0.099, 10.928], [-12.703, 7.280, 5.477], [-20.310, -0.466, 7.919], [-17.090, 7.875, 9.952], [-19.485, 6.559, 4.682], [-15.390, 3.557, 6.054], [-17.404, 9.337, 9.026], [-19.901, 10.429, 6.207], [-15.754, 1.301, 6.364], [-21.007, 8.275, 5.858], [-17.594, 1.547, 6.421], [-14.856, 9.729, 4.614], [-18.694, 0.478, 12.270], [-17.927, 2.504, 12.141], [-19.616, 3.263, 9.168], [-16.008, 8.466, 8.671], [-11.522, 6.357, 7.429], [-15.490, 8.260, 3.996], [-17.291, 12.108, 2.797], [-19.045, 6.432, 9.457], [-15.289, 5.908, 12.281], [-21.022, 4.671, 3.856], [-22.829, 8.923, 3.993], [-19.613, 3.840, 4.315], [-15.494, 10.265, 2.513], [-17.606, 11.425, 4.273], [-12.989, 6.034, 8.300], [-16.644, 9.190, 5.017], [-16.201, 3.452, 7.542], [-18.117, 0.381, 10.606], [-16.064, 12.186, 4.153], [-18.726, 1.818, 8.861], [-16.681, 1.888, 4.948], [-14.533, 6.291, 10.800], [-15.559, 3.414, 11.674], [-19.753, 6.650, 7.868], [-17.875, -2.075, 5.700], [-21.623, 10.830, 5.718], [-19.818, 6.096, 2.191], [-14.863, 6.581, 7.080], [-17.204, 3.994, 10.359], [-13.088, 5.531, 5.724], [-19.265, -0.855, 5.918]],
  "mulliken_charge": [-0.1762, -0.4010, -0.4589, -0.4813, -0.1415, -0.3738, 0.4524, -0.5785, -0.4818, -0.1163, -1.0570, -1.3694, -1.0018, -0.3662, -1.1677, -1.3027, 0.7164, -1.1610, 0.3798, 1.0696, -1.2613, -1.2775, 0.1596, -1.2712, -1.2807, -0.1216, -0.7433, -1.6122, -1.5607, -1.2505, 0.6095, 0.5584, 0.1100, 0.2305, 0.3735, 0.2250, 0.3000, 0.3577, 0.2351, 0.2748, 0.2523, 0.0051, 0.3091, 0.2844, 0.4036, 0.2464, 0.2961, 0.3479, 0.3428, 0.0634, 0.4275, 0.4045, -0.2837, 0.2628, 0.2920, 0.1898, 0.3191, 0.1667, 0.1107, 0.4309, 0.3127, 0.3732, 0.2073, 0.1264, 0.3690, 0.3993, 0.1827, 0.4623, 0.2907, 0.4044, 0.3050, 0.3459, 0.2764, 0.3701, 0.3954, 0.3898, 0.3235, 0.4164, 0.2268, 0.2320, -0.1608, 0.1134, 0.3331, 0.3182, 0.0930, 0.3240, 0.1842, 0.3090, 0.2398, 0.4977, 0.4408, 0.2292, -0.0043, 0.2730, 0.1859, 0.3050],
  "energy_ev": -43313.681,
  "total_charge": 0,
  "e_lumo_ev": 0.67,
  "e_homo_ev": -9.119,
  "max_force_ha_per_bohr": 0.0632,
  "relative_energy_kj_mol": 216.5,
  "smiles": "CC(C)O.CC(C)O.CC(C)O.CC(C)O.CC(C)O.CCO.CCO.CCO.CCO"
}


{
  "formula": "C3H7N3O",
  "method": "ωB97M-V with the def2-TZVPD basis set",
  "elements": ["O", "N", "N", "N", "C", "C", "C", "H", "H", "H", "H", "H", "H", "H"],
  "positions_angstrom": [[-1.436, 0.052, 1.452], [-0.454, 1.030, 0.966], [-1.073, 1.506, -1.332], [0.630, -1.344, 0.306], [-0.757, 0.708, -0.488], [1.412, -0.736, -0.449], [-0.070, -0.693, -0.749], [-1.139, 2.468, -0.584], [-0.342, -0.312, 2.163], [-0.639, 1.874, 1.420], [-0.617, -1.295, -1.589], [2.065, -1.063, -1.400], [0.652, -2.352, 0.216], [1.767, 0.157, 0.069]],
  "mulliken_charge": [-0.5027, -0.3352, -0.6102, -0.3675, 0.1645, -0.2482, -0.1268, 0.3066, 0.4226, 0.2534, 0.3252, 0.2470, 0.2288, 0.2426],
  "energy_ev": -9733.773,
  "total_charge": 0,
  "e_lumo_ev": 0.46,
  "e_homo_ev": -9.171,
  "max_force_ha_per_bohr": 0.2449,
  "relative_energy_kj_mol": 893.5
}